ORCA calculation (ωB97M-V with the def2-TZVPD basis set) on a structure of composition C12H30ClHgN2O4.

XYZ file:
```
50
Properties=species:S:1:pos:R:3:mulliken_charge:R:1
Hg -0.550 -0.769 0.354 0.79
Cl -4.223 -1.176 2.042 -0.26
C -2.356 -3.049 -2.542 -0.84
O -2.142 -1.645 -2.343 -0.17
C -2.877 -0.874 -3.305 -0.74
C -2.752 0.567 -2.914 -0.85
N -1.488 1.027 -2.513 -0.24
C -0.578 0.919 -3.678 -0.83
C -1.026 1.757 -4.854 -0.56
O -1.717 0.957 -5.860 -0.25
C -2.390 1.533 -6.877 -0.80
H -3.322 -3.425 -2.204 0.31
H -1.524 -3.667 -2.202 0.31
H -2.381 -3.109 -3.630 0.31
H -3.918 -1.113 -3.087 0.40
H -2.674 -1.120 -4.347 0.51
H -3.445 0.781 -2.100 0.57
H -3.257 1.127 -3.702 0.31
H -1.540 2.032 -2.430 0.33
H -0.414 -0.109 -3.999 0.32
H 0.298 1.402 -3.244 0.46
H -0.038 1.927 -5.282 0.45
H -1.334 2.774 -4.613 0.37
H -3.206 2.164 -6.525 0.34
H -2.811 0.770 -7.532 0.25
H -1.780 2.224 -7.458 0.31
C -0.225 -3.474 3.156 -0.83
O 0.448 -2.244 2.948 -0.17
C 1.009 -1.705 4.173 -0.94
C 1.957 -0.612 3.948 -0.40
N 1.459 0.371 3.032 -0.20
C 2.484 1.431 2.758 -0.75
C 3.152 2.081 4.102 -0.62
O 4.127 1.223 4.635 -0.31
C 5.220 1.848 5.341 -0.82
H -0.490 -3.984 2.230 0.26
H -1.114 -3.315 3.766 0.35
H 0.391 -4.181 3.712 0.31
H 1.349 -2.417 4.924 0.45
H 0.070 -1.304 4.555 0.38
H 2.824 -1.048 3.452 0.31
H 2.223 -0.119 4.883 0.39
H 0.725 0.922 3.452 0.30
H 1.840 2.229 2.389 0.41
H 3.219 1.239 1.976 0.30
H 2.428 2.176 4.911 0.33
H 3.599 3.060 3.926 0.56
H 6.117 1.229 5.300 0.27
H 4.981 1.951 6.399 0.31
H 5.653 2.736 4.880 0.33
```

## Properties
**Charge**: +1
**Energy**: -40782.3820 eV
**LUMO**: -8.41 eV
**Kohn-Sham gap**: 3.52 eV
**E_HOMO**: -11.9 eV

---

ORCA calculation (ωB97M-V with the def2-TZVPD basis set) on a structure of composition C12H30ClMg2O6.

XYZ file:
```
51
Properties=species:S:1:pos:R:3:mulliken_charge:R:1
Mg 1.487 -0.952 -1.950 0.86
Mg -0.250 0.375 0.911 -0.23
Cl 0.409 -0.514 -0.541 -0.28
C -0.584 -0.586 -4.280 -0.86
O 0.084 -1.099 -3.106 -0.22
C -0.095 -2.503 -3.052 -0.52
C 0.536 -3.058 -1.762 -0.88
O 1.820 -2.530 -1.484 -0.24
C 2.484 -3.123 -0.322 -0.49
H -0.745 -1.282 -5.103 0.42
H -0.060 0.340 -4.520 0.34
H -1.525 -0.166 -3.924 0.29
H 0.317 -3.099 -3.867 0.69
H -1.107 -2.903 -2.988 0.41
H 0.517 -4.138 -1.903 0.63
H -0.125 -2.811 -0.932 0.47
H 3.558 -3.253 -0.452 0.32
H 2.098 -4.116 -0.094 0.42
H 2.322 -2.466 0.533 -0.09
C -0.983 3.073 -0.327 -0.94
O -0.285 1.970 0.333 -0.18
C 0.983 2.375 0.826 -0.53
C 1.845 1.124 0.967 -0.89
O 1.165 0.132 1.668 0.31
C 2.174 -0.730 2.383 -1.01
H -0.429 3.436 -1.193 0.39
H -1.154 3.858 0.409 0.38
H -1.940 2.734 -0.724 0.27
H 0.898 2.832 1.812 0.19
H 1.413 3.015 0.055 0.65
H 2.806 1.426 1.384 0.70
H 2.040 0.822 -0.062 0.00
H 2.782 -0.151 3.079 0.39
H 2.848 -1.105 1.612 0.47
H 1.563 -1.472 2.898 0.34
C -2.331 -0.110 -1.091 -0.20
O -1.729 0.577 0.042 0.66
C -2.619 0.828 1.092 -0.83
C -1.918 1.652 2.245 -0.55
O -0.601 1.200 2.393 0.22
C -0.004 1.448 3.664 -0.94
H -2.529 -1.105 -0.691 0.34
H -1.648 -0.409 -1.886 -0.55
H -3.277 0.238 -1.505 0.48
H -2.971 -0.125 1.486 0.47
H -3.496 1.359 0.723 0.45
H -2.590 1.618 3.103 0.64
H -1.824 2.693 1.935 0.20
H -0.149 2.463 4.036 0.40
H 1.086 1.439 3.688 0.34
H -0.270 0.778 4.482 0.30
```

## Properties
**Charge**: +3
**Energy**: -48590.4871 eV
**LUMO**: -10.18 eV
**Kohn-Sham gap**: 9.73 eV
**E_HOMO**: -19.9 eV

---

ORCA calculation (ωB97M-V with the def2-TZVPD basis set) on a structure of composition C12H30F4KN2O16P2S4.

XYZ file:
```
71
Properties=species:S:1:pos:R:3:mulliken_charge:R:1
K 3.306 2.815 3.606 0.97
N 1.652 1.340 -0.148 -0.28
S 0.333 0.690 -0.424 1.08
O 0.217 -0.338 -1.386 -0.54
O -0.751 1.668 -0.328 -0.61
F 0.287 -0.218 0.900 -0.29
S 1.884 1.838 -1.840 1.04
O 0.736 2.134 -2.752 -0.50
O 3.107 1.339 -2.508 -0.59
F 2.350 3.369 -1.411 -0.30
N 5.050 -0.556 5.232 -0.23
S 6.220 -0.279 6.460 1.08
O 6.559 -1.294 7.490 -0.52
O 6.276 1.128 6.843 -0.58
F 7.488 -0.558 5.499 -0.27
S 4.140 -1.227 6.158 1.05
O 3.440 -0.353 7.129 -0.62
O 4.286 -2.612 6.561 -0.60
F 3.035 -1.411 5.020 -0.30
C -1.856 2.731 7.300 -1.06
C -0.944 3.955 7.482 -0.21
O -1.649 5.001 6.783 -0.28
P -1.687 5.016 5.140 0.82
O -0.789 4.157 4.475 -0.60
O -3.290 4.808 4.651 -0.34
C -3.538 4.124 3.457 -0.17
C -5.046 4.046 3.274 -1.22
O -1.528 6.608 4.838 -0.34
C -0.588 7.527 5.388 -0.26
C -1.470 8.277 6.358 -1.01
H -1.234 2.095 6.670 0.29
H -1.910 2.168 8.231 0.38
H -2.882 2.910 6.978 0.28
H -1.088 4.116 8.550 0.33
H 0.026 3.784 7.014 0.26
H -3.137 4.580 2.552 0.30
H -3.036 3.170 3.614 0.33
H -5.165 3.411 2.397 0.38
H -5.472 3.561 4.153 0.32
H -5.409 5.041 3.016 0.30
H 0.297 7.005 5.754 0.28
H -0.202 8.149 4.580 0.31
H -1.994 7.686 7.109 0.27
H -0.854 9.006 6.883 0.37
H -2.199 8.828 5.762 0.29
C -3.238 -4.856 -6.822 -1.03
C -2.708 -6.206 -7.110 -0.26
O -1.394 -6.016 -7.595 -0.27
P -0.086 -6.033 -6.644 0.72
O -0.154 -7.252 -5.786 -0.78
O 1.230 -6.124 -7.597 -0.16
C 1.627 -7.276 -8.174 -0.17
C 3.027 -6.972 -8.721 -1.27
O -0.009 -4.564 -5.953 -0.27
C 0.694 -3.462 -6.583 -0.33
C -0.210 -2.842 -7.653 -0.72
H -2.911 -4.184 -7.615 0.21
H -4.322 -4.925 -6.733 0.41
H -2.769 -4.466 -5.919 0.29
H -2.763 -6.620 -6.103 0.26
H -3.318 -6.704 -7.864 0.36
H 1.775 -8.044 -7.415 0.28
H 0.888 -7.382 -8.968 0.29
H 3.537 -7.903 -8.966 0.42
H 2.981 -6.325 -9.597 0.29
H 3.768 -6.678 -7.977 0.34
H 0.875 -2.614 -5.922 0.40
H 1.728 -3.611 -6.894 0.35
H -0.859 -3.619 -8.057 0.06
H -0.835 -1.989 -7.387 0.29
H 0.476 -2.566 -8.454 0.30
```

## Properties
**Charge**: -1
**Energy**: -137785.7247 eV
**LUMO**: 0.36 eV
**Kohn-Sham gap**: 7.42 eV
**E_HOMO**: -7.1 eV

---

ORCA calculation (ωB97M-V with the def2-TZVPD basis set) on a structure of composition C12H30F8Li3N5O25S8.

XYZ file:
```
91
Properties=species:S:1:pos:R:3:mulliken_charge:R:1
Li 2.962 2.445 0.842 0.86
Li 1.487 3.814 -1.564 0.88
Li -0.453 -0.650 -4.133 0.87
N 1.320 2.308 -0.275 -0.76
S 1.388 0.795 -1.151 1.16
O 0.175 0.358 -1.721 0.13
O 2.243 -0.087 -0.458 -0.43
F 2.247 1.370 -2.324 -0.30
S -0.057 1.995 0.507 0.65
O -0.069 0.861 1.361 -0.58
O -1.228 2.425 -0.155 0.10
F 0.257 3.181 1.596 -0.43
N 6.583 1.842 1.265 -0.46
S 5.889 1.585 -0.187 1.04
O 4.448 1.699 -0.186 -0.43
O 6.519 0.718 -1.114 -0.51
F 6.280 3.017 -0.826 -0.34
S 7.172 0.356 1.523 1.05
O 8.533 0.078 1.214 -0.59
O 6.182 -0.676 1.512 -0.46
F 7.277 0.605 3.142 -0.33
N 0.636 4.025 -3.371 -0.39
S -1.025 4.304 -3.182 1.06
O -1.854 3.166 -3.088 -0.38
O -1.456 5.458 -3.883 -0.58
F -0.842 4.791 -1.668 -0.31
S 0.583 3.112 -4.666 0.85
O 0.129 3.751 -5.854 -0.60
O 0.276 1.737 -4.428 -0.41
F 2.161 2.970 -4.889 -0.30
N -2.001 -1.514 -3.264 -0.43
S -2.846 -0.880 -2.067 0.83
O -2.285 -0.974 -0.756 -0.52
O -4.266 -0.995 -2.166 -0.57
F -2.592 0.650 -2.471 -0.02
S -1.525 -2.907 -2.452 1.18
O -2.564 -3.765 -1.975 -0.65
O -0.269 -2.888 -1.806 -0.42
F -1.163 -3.658 -3.838 -0.32
N 2.369 -2.013 -4.134 0.56
O 3.343 -1.670 -4.816 -0.63
O 1.538 -1.122 -3.744 -0.56
O 2.156 -3.201 -3.883 -0.47
C -1.088 1.560 4.632 -0.46
O -1.805 0.784 5.541 -0.38
C -2.291 -0.410 4.959 -0.28
C -3.029 -1.231 5.977 -0.65
O -4.137 -0.528 6.502 -0.29
C -4.828 -1.365 7.403 -0.74
H -0.699 2.409 5.201 0.34
H -1.641 2.014 3.800 0.05
H -0.211 1.072 4.191 0.30
H -1.521 -1.047 4.504 0.34
H -2.963 -0.095 4.149 0.22
H -2.388 -1.531 6.816 0.34
H -3.313 -2.156 5.455 0.38
H -5.682 -0.797 7.774 0.25
H -4.209 -1.560 8.290 0.30
H -5.163 -2.300 6.946 0.30
C -3.682 5.186 0.723 -0.56
O -4.592 4.330 1.344 -0.44
C -4.346 2.967 1.101 -0.42
C -4.424 2.452 -0.318 0.76
O -5.781 2.467 -0.756 -0.47
C -5.982 1.720 -1.944 -0.66
H -2.631 4.910 0.930 0.13
H -3.779 6.197 1.113 0.36
H -3.717 5.154 -0.371 0.25
H -5.074 2.377 1.665 0.37
H -3.347 2.700 1.475 0.10
H -3.941 1.479 -0.418 -0.17
H -3.923 3.177 -0.974 -0.11
H -6.309 0.717 -1.648 0.26
H -5.122 1.600 -2.604 0.22
H -6.801 2.200 -2.482 0.29
C 4.680 -2.814 0.016 -0.79
O 4.205 -3.929 -0.696 -0.17
C 4.300 -5.128 0.018 -0.43
C 3.557 -6.206 -0.750 -0.54
O 3.849 -6.071 -2.117 -0.34
C 2.738 -6.350 -2.948 -0.59
H 5.017 -2.093 -0.736 0.28
H 5.598 -2.993 0.585 0.40
H 3.903 -2.308 0.596 0.19
H 3.796 -5.016 0.989 0.31
H 5.361 -5.383 0.136 0.31
H 2.481 -6.104 -0.554 0.32
H 3.817 -7.221 -0.414 0.31
H 2.054 -5.500 -2.895 0.20
H 2.302 -7.326 -2.705 0.32
H 3.102 -6.426 -3.973 0.24
```

## Properties
**Charge**: -2
**Energy**: -180602.8926 eV
**LUMO**: 2.15 eV
**Kohn-Sham gap**: 5.92 eV
**E_HOMO**: -3.8 eV